Entry 1:
Formula: H2N5O2
Source: the Open Molecules 2025 dataset
Level of theory: ωB97M-V with the def2-TZVPD basis set

2S+1: 1
Total charge: -1
HOMO, eV: -2.920
LUMO level, eV: 4.49
M, g/mol: 104.05
Energy, Ha: -425.28761

Last column: natural (NBO) charge in e.
CARTESIAN COORDINATES (ANGSTROEM)
H  -0.1729  1.6786  -0.6066  0.335
O  1.1579  0.7443  4.1907  -0.626
N  -0.8070  -0.7648  1.7709  -0.439
O  0.1785  0.9547  -2.6286  -0.495
N  -0.0797  0.1550  -1.7486  0.202
N  -0.1353  0.6090  -0.5599  -0.585
H  -0.5243  0.0073  0.2968  0.424
N  -0.1896  -0.2092  2.6274  0.116
N  0.8516  0.1644  3.1258  0.068

***

Entry 2:
Formula: C6H24ClN12O10
Source: the Open Molecules 2025 dataset
Level of theory: ωB97M-V with the def2-TZVPD basis set

2S+1: 1
Total charge: -1
HOMO, eV: -6.166
LUMO level, eV: 2.39
M, g/mol: 459.78
Energy, Ha: -2112.63457

Last column: natural (NBO) charge in e.
CARTESIAN COORDINATES (ANGSTROEM)
C  25.0639  10.3769  33.0736  0.733
H  21.4450  20.8187  29.3129  0.415
O  20.6928  11.4479  33.8869  -0.680
O  26.6138  17.2793  32.2912  -0.714
C  20.9844  12.6148  33.7711  0.743
C  25.5845  16.6775  31.9364  0.767
H  19.5346  16.8823  32.0773  0.408
H  20.3108  15.9102  30.7578  0.394
H  25.0328  10.7491  31.3537  0.427
O  23.8856  10.6306  33.1863  -0.663
H  28.1792  12.3250  28.3613  0.348
C  21.9492  18.8981  28.9246  0.764
H  21.9454  14.0392  32.8218  0.358
H  20.7541  14.4852  34.2220  0.372
O  27.7445  14.7515  29.9373  -0.659
H  21.8703  16.8487  28.4405  0.441
O  21.6424  12.7541  29.7735  -0.869
N  19.0185  14.1869  30.6986  -0.791
O  23.9766  12.9715  30.2762  -0.890
H  25.1671  9.4611  34.7780  0.404
O  22.9510  18.9086  29.6473  -0.685
N  25.3276  15.5391  32.5546  -0.830
H  29.1991  13.7750  28.2715  0.408
N  25.7706  10.5741  32.0209  -0.838
H  18.5071  13.3161  30.6819  0.411
N  21.9421  13.0555  33.0507  -0.808
N  25.7238  9.8978  34.0573  -0.806
H  20.3306  19.9232  28.2460  0.380
H  25.9055  15.1429  33.2820  0.408
H  24.3880  15.1897  32.4308  0.373
N  19.6385  16.0631  31.4958  -0.854
N  24.6987  17.0844  30.9783  -0.843
N  28.4958  13.2114  28.7274  -0.815
H  20.6174  17.8176  27.8794  0.366
H  19.7349  14.3517  30.0059  0.388
H  26.6133  10.0597  31.8082  0.383
C  27.6632  13.6234  29.5884  0.729
N  26.9326  12.6795  30.0711  -0.817
N  21.1312  19.9724  28.8598  -0.845
O  23.3406  13.0758  28.0634  -0.845
H  19.9030  13.3631  35.3099  0.400
N  21.5353  17.7911  28.3000  -0.835
H  24.7852  18.0159  30.5976  0.432
Cl  22.9304  13.3684  29.4128  2.557
C  18.8229  15.0331  31.5860  0.730
O  22.7242  14.7861  29.6113  -0.937
N  20.5572  13.5559  34.5650  -0.825
H  23.9603  16.4230  30.7851  0.404
H  26.2664  12.9140  30.7931  0.439
H  26.6324  9.5172  33.8342  0.361
H  26.9427  11.8167  29.5461  0.365
H  22.4773  12.5151  32.3861  0.435
O  17.9909  14.8407  32.3905  -0.690

***

Entry 3:
Formula: C6H14B3BrCl2O5P
Source: the Open Molecules 2025 dataset
Level of theory: ωB97M-V with the def2-TZVPD basis set

2S+1: 1
Total charge: -1
HOMO, eV: -2.199
LUMO level, eV: 0.93
M, g/mol: 380.39
Energy, Ha: -4523.78369

Last column: natural (NBO) charge in e.
CARTESIAN COORDINATES (ANGSTROEM)
C  4.0414  2.8757  2.6697  -0.629
H  -4.6006  1.1211  -3.1299  0.494
O  -1.6950  -2.8956  -0.3593  -0.886
C  4.2565  0.3717  2.6366  -0.630
O  -3.9767  0.4761  -2.7995  -0.929
Cl  1.5835  0.1227  -0.7144  -0.045
H  3.7631  -0.5836  2.4374  0.189
H  3.0547  1.5471  1.3148  0.059
H  -0.7240  1.5260  -2.0419  0.227
H  4.9121  2.9756  1.9974  0.152
H  4.4123  2.9320  3.6972  0.182
H  -0.5069  -0.7024  0.0873  0.237
O  2.2582  1.4540  3.2814  -0.964
H  4.6352  0.3536  3.6627  0.183
H  3.3926  3.7377  2.4928  0.188
B  -1.5487  -2.3049  -1.6402  1.187
C  -0.9460  1.0358  -1.0877  -0.640
O  -2.5438  -2.5429  -2.6447  -0.879
C  -0.1755  -0.2792  -0.8702  -0.189
H  -0.6409  1.7358  -0.2936  0.247
Cl  -0.5581  -0.5922  -3.6542  -0.052
Br  -5.8567  -0.3162  -0.3504  -0.241
B  -3.0416  -2.8572  0.0695  0.997
B  -3.7577  -2.2882  -1.9585  0.797
C  -0.3315  -1.3274  -2.0180  -0.569
C  3.2832  1.5524  2.4096  0.127
H  -2.0362  0.9027  -0.9688  0.207
H  5.1293  0.4382  1.9627  0.152
P  -4.9374  -0.8349  -2.3745  0.726
H  0.5955  -1.9177  -2.0570  0.275
O  -4.0416  -3.1879  -0.8989  -0.890
H  -3.3986  -2.5280  1.1430  -0.084

***

Entry 4:
Formula: C5H7F2N
Source: the Open Molecules 2025 dataset
Level of theory: ωB97M-V with the def2-TZVPD basis set

2S+1: 1
Total charge: 0
HOMO, eV: -9.258
LUMO level, eV: 0.91
M, g/mol: 119.11
Energy, Ha: -449.10886

Last column: natural (NBO) charge in e.
CARTESIAN COORDINATES (ANGSTROEM)
C  -0.6077  0.9099  1.3655  0.682
H  -2.4518  0.8039  0.0998  0.246
C  0.9938  -1.4629  -0.6291  -0.219
H  1.1220  0.5081  -1.6295  0.213
H  1.7080  -1.9975  -0.0693  0.194
N  -0.3303  -1.3458  0.0124  -0.571
H  -1.0738  1.9418  -0.5162  0.235
F  -1.1362  0.1912  2.4096  -0.317
H  0.9404  -1.9429  -1.6046  0.187
C  -0.1260  0.1285  0.1444  0.047
H  -1.0004  -1.3873  -0.7970  0.344
C  -1.3204  1.0880  0.0449  -0.509
H  1.9446  0.5965  -0.0485  0.227
C  1.1787  0.0440  -0.6521  -0.425
F  0.1591  1.9247  1.8696  -0.333

***

Entry 5:
Formula: C33H24N3O2PtS2Te
Source: the Open Molecules 2025 dataset
Level of theory: ωB97M-V with the def2-TZVPD basis set

2S+1: 1
Total charge: -1
HOMO (spin up / spin down), eV: -4.846 / -4.847
LUMO level (spin up / spin down), eV: 1.55 / 1.55
M, g/mol: 881.39
Energy, Ha: -2770.43958

Last column: natural (NBO) charge in e.
CARTESIAN COORDINATES (ANGSTROEM)
H  -0.7052  0.6865  3.2284  0.212
C  -2.5548  -4.1319  0.2491  -0.219
H  -2.1847  0.7843  -2.8464  0.198
C  1.2728  -2.4795  -1.7019  -0.351
H  -0.2370  3.6805  -5.0554  0.211
C  -0.7627  -2.3572  4.6904  -0.198
C  -0.4564  1.2824  -1.0888  0.308
C  1.4917  -1.6292  4.3515  -0.191
C  -1.7894  -1.3262  -3.0458  -0.611
H  -2.9733  -0.2550  -1.6358  0.221
H  -1.7176  -2.2092  -2.4009  0.249
O  0.4294  -0.4537  1.1154  -0.791
C  2.9632  -1.5242  -0.2714  -0.226
C  -0.3412  2.5280  -3.2630  -0.159
H  -2.0560  3.3774  -0.4818  0.222
H  1.9767  5.4677  0.6913  0.205
C  0.5254  1.6219  -0.0812  -0.198
H  -2.6068  -1.4679  -3.7480  0.229
C  0.5980  -2.5774  4.8150  -0.229
C  -1.2315  -1.1807  4.1258  -0.223
H  3.2594  4.7536  -0.2801  0.205
C  -3.3827  -5.2373  0.3325  -0.487
C  2.0272  0.5157  3.2519  0.538
C  -2.0437  -0.0914  -2.2006  -0.277
C  -2.8934  -6.5491  0.3733  0.310
C  1.7011  1.2737  2.0321  -0.235
N  -0.9914  0.1202  -1.2354  -0.496
H  -1.6712  5.4911  -4.1807  0.209
Te  0.0404  -1.2090  -4.2051  0.425
Pt  -0.5947  -1.9097  -0.2027  0.742
H  0.9655  -3.4902  5.2656  0.206
C  -4.7777  -5.1256  0.3899  0.312
C  2.7178  4.6678  0.6618  -0.615
H  0.9698  3.5010  -1.0100  0.207
C  -1.4486  4.6326  -3.5642  -0.219
H  3.4192  4.8173  1.4792  0.210
H  3.6118  -1.5893  0.5891  0.222
C  -0.6417  3.6196  -4.0554  -0.227
C  2.1721  -0.2970  -2.1781  -0.286
H  3.6430  0.4349  -0.8060  0.212
C  -0.8428  2.4318  -1.9697  -0.097
C  1.3188  -1.3358  -2.5041  -0.203
H  0.7488  -3.3656  -2.0534  0.257
H  0.2952  1.7417  -3.6488  0.217
C  1.1680  2.8655  -0.1593  -0.135
C  -1.6640  3.4457  -1.4866  -0.194
H  2.2063  0.5902  -2.7969  0.215
C  2.0596  3.3230  0.7910  -0.126
N  -2.5353  -7.6425  0.4325  -0.366
C  -0.3407  -0.2324  3.6640  -0.162
C  -1.9585  4.5414  -2.2786  -0.211
H  -2.2942  -1.0072  4.0343  0.213
C  1.0299  -0.4646  3.7477  -0.049
C  2.3040  2.5096  1.8871  -0.114
S  -3.0921  -2.5021  0.2463  -0.078
H  2.1338  -3.4841  -0.0008  0.233
H  -1.4639  -3.1024  5.0390  0.209
O  3.0688  0.7090  3.8642  -0.581
S  -0.8401  -4.2834  0.0817  -0.039
H  2.5588  -1.7816  4.4317  0.216
H  -2.5807  5.3339  -1.8855  0.212
C  2.1206  -2.5751  -0.5891  -0.191
C  2.9906  -0.3873  -1.0659  -0.124
C  0.8397  0.7331  1.0078  0.435
N  -5.9264  -5.0654  0.4363  -0.369
H  2.9731  2.8390  2.6715  0.219

***

Entry 6:
Formula: C6H8FN
Source: the Open Molecules 2025 dataset
Level of theory: ωB97M-V with the def2-TZVPD basis set

2S+1: 1
Total charge: 0
HOMO, eV: -8.248
LUMO level, eV: 0.66
M, g/mol: 113.13
Energy, Ha: -387.82636

Last column: natural (NBO) charge in e.
CARTESIAN COORDINATES (ANGSTROEM)
N  -2.4870  -0.7231  1.0729  -0.847
H  -2.3408  -1.7460  0.8085  0.406
F  -1.9081  0.9460  -2.2805  -0.278
H  2.8388  0.2096  0.6223  0.225
H  0.9565  -0.5337  -2.6941  0.219
C  0.7108  0.7012  0.3876  -0.285
H  -0.1830  1.2065  0.8082  0.216
H  -1.8847  -0.2116  1.7788  0.403
C  -1.8906  0.3732  -1.1154  0.323
H  1.0084  -1.9878  -1.5143  0.217
C  0.8929  -0.9197  -1.6546  -0.507
H  1.8992  0.3562  2.1185  0.212
C  -2.3961  -0.0443  -0.1166  0.018
C  2.0292  0.7230  1.1345  -0.620
H  2.2013  1.7159  1.3342  0.212
C  0.5532  -0.0654  -0.6899  0.086

***

Entry 7:
Formula: C25H36CoN8O6PS4
Source: the Open Molecules 2025 dataset
Level of theory: ωB97M-V with the def2-TZVPD basis set

2S+1: 5
Total charge: +2
HOMO (spin up / spin down), eV: -13.051 / -13.036
LUMO level (spin up / spin down), eV: -7.54 / -9.82
M, g/mol: 762.79
Energy, Ha: -5180.15570

Last column: Mulliken spin population.
CARTESIAN COORDINATES (ANGSTROEM)
C  -2.6994  -0.9116  -0.3475  0.007
H  0.0391  6.2992  1.9091  0.000
C  0.1903  -2.5313  -1.2440  0.006
H  -1.9282  1.5349  5.9023  0.000
S  -0.6632  -7.4096  -0.0907  1.053
H  4.6060  2.3039  1.4763  0.000
C  -0.8045  -0.1411  6.7377  0.001
C  0.1436  -3.8381  -1.6861  0.011
H  -1.9771  -0.2681  2.8598  0.003
H  1.1104  0.2620  -2.6509  -0.002
C  -0.3353  4.5156  -1.5527  0.001
C  0.0636  -4.5082  0.6108  -0.010
C  -0.0429  2.3336  -0.1969  -0.055
H  -0.3473  -0.0160  7.7141  0.000
S  0.3669  3.2435  2.1137  0.012
H  -0.5685  6.4956  -2.3369  0.000
N  -0.3537  0.9813  4.6375  0.008
H  -0.3232  1.9767  6.4734  0.000
H  3.5387  2.9695  -0.4370  0.000
C  -2.7270  1.1971  0.8092  0.011
H  4.3399  -3.0416  0.5073  0.000
Co  0.2209  -0.0324  0.6152  2.689
N  0.1657  -2.1951  0.0470  0.038
C  -0.1408  3.7933  -0.3917  0.009
C  -0.8985  1.1944  5.9819  0.000
H  -2.3026  1.7582  1.6378  0.004
C  2.1781  0.0656  -2.7486  0.000
P  2.5807  -0.0547  -0.1324  0.065
C  -4.7168  0.3141  -0.1275  0.000
C  0.1094  -3.1645  0.9613  0.032
H  -2.4652  -0.3945  -1.2811  -0.007
C  -2.4137  -0.8400  2.0393  0.006
C  -4.4017  -1.7022  1.0902  0.002
O  -0.7389  3.2168  3.1240  0.001
H  4.2021  -1.6301  1.5730  0.000
N  0.1057  1.9741  1.0722  0.033
H  -4.0212  0.9545  3.0637  0.000
H  -5.5124  0.2937  2.3684  0.000
H  2.9688  1.9831  2.1353  0.000
C  0.2774  -0.1368  4.3976  0.017
N  -3.8453  -0.9668  2.2325  0.002
O  2.9663  2.8476  0.3312  0.000
N  -4.1625  1.0907  0.9807  0.002
H  -3.9643  -2.7041  1.0670  -0.001
N  -2.0528  -0.1559  0.7627  0.026
O  2.8788  0.5311  -1.5866  0.002
O  3.2187  -1.5290  -0.2651  -0.001
O  3.7066  0.6612  0.7283  0.007
H  2.8249  -2.7342  1.3959  0.000
C  0.0825  -4.8490  -0.7356  -0.075
H  -2.5113  1.7063  -0.1282  -0.003
C  -0.0148  4.4306  0.8320  0.002
H  0.4335  -7.5895  -2.6525  0.006
H  -2.2774  -1.9177  -0.3727  0.005
H  -5.4788  -1.7965  1.2211  0.000
H  -0.4253  4.0129  -2.5073  0.000
H  2.3846  -0.9954  -2.9042  0.000
H  -1.7751  -0.6125  6.8598  0.000
H  -1.9730  -1.8399  2.0306  0.000
H  0.9521  -5.9702  -2.9193  -0.004
H  -4.5152  0.8325  -1.0655  0.000
C  -0.4100  5.8992  -1.4484  0.000
S  0.2553  -1.2336  5.7341  0.004
C  -4.4353  0.3829  2.2320  0.001
H  2.5710  0.6232  -3.5919  0.001
C  0.0265  -6.2736  -1.1565  -0.056
H  0.2386  -1.7153  -1.9545  0.003
C  3.5880  2.0030  1.2420  -0.002
N  -4.1344  -1.0366  -0.1906  0.004
N  0.4772  -6.6335  -2.3212  0.017
H  -5.7948  0.2245  -0.0004  0.000
C  -0.2834  6.5331  -0.2132  0.000
O  -0.1094  1.4183  -1.0618  0.076
C  -0.0664  5.8050  0.9519  -0.001
H  0.1274  -2.8515  1.9999  0.002
S  1.1354  -0.5565  2.9791  0.034
H  -0.3493  7.6117  -0.1591  0.000
C  3.6678  -2.2732  0.8772  -0.001
H  0.0559  -5.2518  1.3985  0.013
H  0.1157  -4.0184  -2.7526  0.000
H  -0.3354  1.7730  3.9776  0.002

***

Entry 8:
Formula: C4H5Br
Source: the Open Molecules 2025 dataset
Level of theory: ωB97M-V with the def2-TZVPD basis set

2S+1: 3
Total charge: 0
HOMO (spin up / spin down), eV: -6.391 / -9.659
LUMO level (spin up / spin down), eV: 0.87 / -2.28
M, g/mol: 132.99
Energy, Ha: -2729.19625

Last column: Mulliken spin population.
CARTESIAN COORDINATES (ANGSTROEM)
H  1.4469  -0.1781  -1.4577  0.026
C  -0.3091  0.6206  -0.2860  0.004
H  -0.4538  -1.2913  0.7371  0.025
Br  -2.2083  0.0486  -0.4319  0.186
C  0.7072  -0.4268  -0.7084  0.693
C  -0.0279  1.5545  0.5934  0.154
C  0.1045  -1.5367  -0.1581  0.871
H  -0.6685  2.2091  0.9915  0.011
H  1.0942  1.5917  0.8874  -0.008
H  0.3147  -2.5917  -0.1673  0.038